C20H27BrN8OSSe3TeTl | ωB97M-V/def2-TZVPD

Last column: natural (NBO) charge in e.
Atoms and positions in Å:
1 H -1.08528 0.00894 -5.69507  0.23
2 C 3.60282 -2.22946 3.11883  -0.71
3 C -0.09258 3.77994 2.23613  -0.21
4 C 3.25692 -1.62336 1.78343  0.70
5 H -2.55958 -0.67956 -1.13877  0.23
6 Br -5.76288 0.98344 -4.58087  0.08
7 H 5.71212 0.56894 1.29753  0.22
8 N 0.21182 1.43344 1.89753  -0.46
9 H 3.13282 -0.84676 -0.57757  0.24
10 H 5.00452 0.24174 2.88503  0.20
11 C -2.89188 -2.88576 0.90283  0.29
12 H -4.11058 -0.93056 -3.04007  0.24
13 H -0.29788 2.53264 -2.32607  0.21
14 C -0.81798 0.45024 -4.75537  -0.03
15 C -0.43358 2.57114 1.61993  0.12
16 C -0.94168 1.74484 -4.30487  -0.34
17 H -4.79798 3.29214 -3.00817  0.24
18 H 2.42742 2.59044 4.12643  0.23
19 Se 1.75642 -3.04376 -2.07037  -0.03
20 N -4.01308 -3.62696 0.87523  -0.78
21 C 5.26992 -0.20276 1.92523  -0.41
22 C 1.18752 1.46004 2.78543  0.05
23 Se 2.65392 -4.43146 -3.80007  -0.12
24 C -3.91528 0.04284 -2.61877  -0.23
25 C -1.52308 2.53544 0.65623  0.11
26 H 4.72822 -0.08246 -0.63077  0.21
27 O 2.21782 -1.96036 1.19993  -0.71
28 C 1.60572 2.61554 3.43063  -0.24
29 C -2.74178 1.44864 -1.03377  0.16
30 C -3.03378 0.18824 -1.56967  -0.20
31 H 6.02172 -0.97516 2.09363  0.21
32 H -2.09298 3.46594 0.58233  0.17
33 H -1.34728 2.58414 -4.83157  0.24
34 H 3.07422 -1.70136 3.91193  0.23
35 H 4.66612 -2.21206 3.32693  0.23
36 C 3.81042 -0.17556 -0.05307  -0.41
37 H -0.79858 -1.86256 2.62893  0.38
38 H -4.71128 -3.61276 1.59963  0.40
39 N -0.25848 -0.25566 -3.75647  -0.32
40 H -0.03788 -1.24056 -3.73967  0.42
41 N -2.70438 -2.09666 1.98963  -0.44
42 N -0.00788 0.49914 -2.68757  -0.32
43 C 0.94972 3.80214 3.14343  -0.15
44 H 1.64522 0.50284 2.98933  0.20
45 H 3.33382 0.80404 0.03623  0.20
46 C -4.54398 1.16564 -3.13847  -0.07
47 N 4.09962 -0.72766 1.25313  -0.42
48 Tl 0.10902 -0.54826 -0.06197  0.69
49 C -0.40788 1.71744 -3.01197  -0.04
50 H 3.24722 -3.25726 3.11223  0.25
51 H -1.72878 -0.47716 2.61693  0.38
52 Te 3.66912 -5.96586 -2.01637  0.27
53 S -1.83728 -2.96966 -0.37617  -0.25
54 N -1.77428 1.49934 -0.04277  -0.45
55 Se 3.12122 -4.03086 -0.40937  -0.09
56 H 1.24502 4.72124 3.62443  0.23
57 N -1.53268 -1.35036 2.13973  -0.65
58 H -0.63788 4.68074 2.00563  0.23
59 H -4.18708 -4.16996 0.04543  0.43
60 C -4.29308 2.42494 -2.60877  -0.22
61 C -3.39258 2.56574 -1.57417  -0.23
62 H -3.25988 -2.30686 2.81663  0.38
63 H -3.18728 3.55724 -1.19757  0.21

Cartesian forces, eV/Å:
H -0.030 -0.146 -0.124
C -0.011 -0.062 -0.162
C -0.160 -0.328 -0.202
C -0.055 -0.073 0.131
H 0.048 -0.104 -0.052
Br 0.178 0.018 0.170
H -0.049 -0.047 0.087
N -0.411 0.072 -0.038
H 0.095 0.110 -0.053
H 0.077 0.047 0.027
C -0.061 0.101 -0.244
H -0.039 -0.116 0.001
H 0.037 0.129 0.249
C -0.170 0.213 -0.078
C 0.561 0.320 0.690
C 0.070 -0.165 -0.131
H -0.005 0.021 -0.059
H 0.073 -0.050 0.136
Se -0.090 -0.284 -0.074
N -0.101 0.057 0.301
C 0.202 -0.046 0.324
C 0.187 0.077 0.144
Se 0.141 0.177 0.050
C -0.210 0.144 -0.208
C -0.644 -0.198 -0.689
H 0.022 0.019 0.034
O -0.052 0.077 0.308
C -0.047 0.114 -0.104
C -1.099 0.019 -0.898
C 0.172 0.483 0.342
H 0.029 0.031 -0.023
H -0.038 -0.042 -0.115
H -0.063 0.119 -0.139
H 0.005 0.070 0.064
H 0.076 -0.011 0.114
C -0.284 -0.062 -0.317
H -0.251 -0.051 -0.017
H 0.004 0.050 0.012
N -0.135 -0.119 -0.200
H -0.042 0.191 0.009
N -0.338 -0.225 0.455
N 0.378 0.120 0.341
C 0.125 -0.225 0.051
H 0.217 -0.117 0.059
H 0.028 0.061 -0.058
C -0.041 0.010 -0.007
N 0.040 0.092 -0.241
Tl 0.250 -0.222 -0.142
C 0.019 -0.231 -0.307
H -0.020 -0.001 0.010
H -0.050 -0.105 -0.139
Te -0.250 0.102 -0.031
S 0.398 -0.211 -0.341
N 0.711 0.317 0.973
Se 0.263 -0.249 -0.012
H 0.007 0.104 0.037
N 0.013 -0.060 0.106
H -0.094 0.109 -0.079
H 0.059 0.028 0.120
C -0.163 -0.066 -0.164
C 0.244 -0.200 0.304
H 0.256 0.129 -0.182
H 0.015 0.087 -0.016

energy relative to the best compared isomer or geometry (same formula, charge and spin): 0.319 eV
Kohn-Sham gap: 5.73 eV
lowest unoccupied orbital energy: -3.27 eV
charge: +1
HOMO: -0.33096 hartree